Entry 1:
A 7-piece molecular cluster, C25H60N2O12PS6 overall in a non-equilibrium geometry, computed with ωB97M-V with the def2-TZVPD basis set.

Its orbital gap (alpha / beta) is 8.2 / 8.7 eV. The value obtained for the total energy is -128743.573 eV. The lowest unoccupied orbital energy (alpha / beta) comes out at 0.489 / 0.489 eV. As for the spin multiplicity: 2. The energy relative to the best compared isomer or geometry (same formula, charge and spin) comes out at 94.2 kJ/mol.

Cartesian coordinates (Å):
C (7.07, -1.28, 1.84)
C (7.36, -0.44, 0.61)
O (8.14, 0.43, 0.71)
N (6.73, -0.61, -0.69)
C (7.00, -1.95, -1.19)
C (7.76, -2.03, -2.51)
O (6.72, -2.96, -0.64)
C (5.29, -0.20, -0.75)
P (5.16, 1.59, -0.20)
O (3.88, 2.17, -0.54)
O (6.35, 2.38, -0.95)
O (5.38, 1.79, 1.39)
C (4.90, -0.14, -2.28)
C (3.76, -1.11, -2.71)
C (4.18, -2.56, -2.91)
C (3.28, -0.61, -4.11)
N (2.62, -0.90, -1.80)
O (2.05, 0.24, -1.93)
C (2.87, -1.31, -0.40)
C (1.86, -0.54, 0.49)
C (2.55, -2.81, -0.13)
C (4.30, -1.02, 0.15)
H (6.88, -2.34, 1.64)
H (7.97, -1.23, 2.47)
H (6.24, -0.91, 2.46)
H (7.01, -2.19, -3.30)
H (8.39, -2.92, -2.53)
H (8.29, -1.11, -2.75)
H (7.02, 1.75, -1.26)
H (5.50, 0.97, 1.88)
H (5.76, -0.33, -2.94)
H (4.55, 0.86, -2.53)
H (3.36, -3.17, -3.30)
H (4.96, -2.57, -3.69)
H (4.59, -3.06, -2.03)
H (4.00, -0.91, -4.88)
H (3.22, 0.48, -4.14)
H (2.34, -1.10, -4.34)
H (2.13, 0.51, 0.61)
H (0.83, -0.70, 0.16)
H (1.94, -0.99, 1.48)
H (3.35, -3.49, -0.44)
H (2.48, -2.90, 0.96)
H (1.57, -3.10, -0.53)
H (4.15, -0.45, 1.08)
H (4.73, -1.97, 0.49)
C (-2.12, 0.03, 3.68)
S (-1.02, -1.39, 3.61)
O (0.23, -0.95, 2.92)
C (-2.00, -2.31, 2.43)
H (-1.68, 0.77, 4.35)
H (-2.23, 0.46, 2.68)
H (-3.09, -0.28, 4.07)
H (-2.12, -1.73, 1.52)
H (-2.97, -2.54, 2.86)
H (-1.47, -3.24, 2.20)
C (-6.64, 0.39, 2.04)
S (-6.43, -1.37, 2.27)
O (-5.14, -1.57, 2.99)
C (-6.14, -1.76, 0.54)
H (-6.79, 0.86, 3.01)
H (-5.74, 0.81, 1.57)
H (-7.51, 0.58, 1.41)
H (-5.28, -1.21, 0.17)
H (-7.04, -1.51, -0.04)
H (-5.95, -2.83, 0.45)
C (-1.97, -5.22, -0.84)
S (-3.70, -4.73, -0.89)
O (-3.84, -3.51, -0.05)
C (-4.31, -6.11, 0.09)
H (-1.39, -4.46, -1.36)
H (-1.63, -5.28, 0.20)
H (-1.85, -6.18, -1.34)
H (-3.82, -6.12, 1.07)
H (-4.12, -7.05, -0.44)
H (-5.39, -5.99, 0.22)
C (9.26, 0.78, -4.88)
S (7.73, 0.50, -5.78)
O (7.19, -0.82, -5.36)
C (8.50, 0.27, -7.39)
H (9.02, 0.91, -3.83)
H (9.92, -0.08, -5.00)
H (9.74, 1.68, -5.26)
H (9.21, -0.56, -7.35)
H (9.01, 1.19, -7.69)
H (7.72, 0.04, -8.11)
C (-8.46, 4.95, 4.71)
S (-7.71, 3.87, 3.49)
O (-8.38, 2.55, 3.58)
C (-6.12, 3.72, 4.32)
H (-9.49, 5.14, 4.41)
H (-8.45, 4.46, 5.69)
H (-7.91, 5.89, 4.76)
H (-6.26, 3.31, 5.32)
H (-5.64, 4.70, 4.38)
H (-5.49, 3.05, 3.74)
C (-12.45, 8.22, 2.47)
S (-12.24, 6.45, 2.71)
O (-10.95, 6.25, 3.44)
C (-11.94, 6.06, 0.98)
H (-12.61, 8.68, 3.45)
H (-11.55, 8.64, 2.01)
H (-13.32, 8.40, 1.84)
H (-11.07, 6.62, 0.62)
H (-12.82, 6.31, 0.40)
H (-11.74, 4.99, 0.91)


Entry 2:
One molecule with the formula C4H8N2 in a non-equilibrium geometry, computed with ωB97M-V with the def2-TZVPD basis set.

Its orbital gap is 10.6 eV. The value obtained for the total energy is -7256.222 eV. The lowest unoccupied orbital energy comes out at 1.096 eV. The energy relative to the best compared isomer or geometry (same formula, charge and spin) comes out at 159.5 kJ/mol.

Cartesian coordinates (Å):
H (-2.22, -1.39, -0.82)
N (-1.19, -1.32, -0.62)
C (-0.83, -0.19, -0.23)
C (-1.52, 0.97, 0.22)
C (0.72, 0.10, -0.17)
C (1.65, -0.99, 0.23)
N (1.05, 1.31, -0.33)
H (2.10, 1.42, -0.26)
H (-2.50, 0.73, -0.05)
H (-1.53, 1.03, 1.22)
H (-1.36, 1.88, -0.31)
H (1.37, -1.10, 1.28)
H (2.76, -0.59, 0.34)
H (1.49, -1.86, -0.50)


Entry 3:
A 7-piece molecular cluster, C24H52N4O10S3 overall in a non-equilibrium geometry, computed with ωB97M-V with the def2-TZVPD basis set.

Its orbital gap (alpha / beta) is 2.1 / 9.0 eV. The value obtained for the total energy is -84668.113 eV. The lowest unoccupied orbital energy (alpha / beta) comes out at 2.022 / 1.991 eV. As for the charge: -1. As for the spin multiplicity: 2.

Cartesian coordinates (Å):
C (2.50, -4.16, 5.49)
C (2.26, -2.73, 4.93)
O (3.22, -2.00, 4.56)
N (1.06, -2.33, 4.80)
C (0.63, -1.09, 4.18)
H (1.82, -4.96, 5.18)
H (2.64, -4.10, 6.57)
H (3.38, -4.50, 4.94)
H (0.41, -3.11, 4.82)
H (0.25, -0.30, 4.83)
H (-0.16, -1.44, 3.52)
H (1.17, -0.55, 3.40)
C (-6.18, -2.60, -2.38)
C (-6.33, -1.39, -1.43)
O (-7.34, -0.81, -1.54)
N (-5.33, -1.11, -0.59)
C (-5.35, -0.15, 0.55)
H (-5.48, -3.35, -2.01)
H (-5.88, -2.24, -3.36)
H (-7.21, -2.93, -2.53)
H (-4.43, -1.50, -0.84)
H (-4.88, 0.81, 0.36)
H (-5.00, -0.65, 1.45)
H (-6.39, 0.00, 0.86)
C (3.57, 2.20, 1.13)
C (3.52, 0.80, 1.68)
O (4.14, 0.49, 2.69)
N (2.77, -0.08, 0.95)
C (2.81, -1.53, 1.09)
H (4.50, 2.58, 0.72)
H (3.53, 2.93, 1.94)
H (2.58, 2.36, 0.70)
H (2.53, 0.29, 0.04)
H (2.16, -2.03, 0.39)
H (2.40, -1.86, 2.05)
H (3.81, -1.98, 1.04)
C (4.09, -0.59, -3.14)
C (3.19, 0.55, -2.81)
O (3.08, 1.04, -1.70)
N (2.49, 1.03, -3.88)
C (1.73, 2.22, -3.84)
H (3.84, -1.20, -4.01)
H (4.16, -1.20, -2.24)
H (5.07, -0.10, -3.22)
H (2.70, 0.54, -4.74)
H (0.71, 2.13, -4.20)
H (1.98, 2.91, -4.64)
H (1.72, 2.79, -2.91)
C (-0.18, 1.62, 0.04)
C (-1.41, 1.77, 0.81)
C (-1.84, 0.36, 1.27)
S (-1.34, -0.94, 0.00)
O (-2.45, -1.34, -0.80)
O (-0.58, -1.96, 0.64)
C (-0.41, 0.46, -0.87)
H (0.74, 1.27, 0.51)
H (0.12, 2.42, -0.63)
H (-2.25, 2.16, 0.24)
H (-1.16, 2.48, 1.60)
H (-2.83, 0.22, 1.71)
H (-1.08, 0.25, 2.04)
H (-1.08, 0.81, -1.65)
H (0.35, -0.09, -1.41)
C (-2.31, -5.54, -2.75)
C (-1.79, -4.08, -2.94)
C (-0.28, -3.93, -2.59)
S (0.48, -5.59, -2.36)
O (0.58, -5.91, -0.87)
O (1.57, -5.80, -3.27)
C (-1.11, -6.43, -3.03)
H (-3.06, -5.88, -3.46)
H (-2.71, -5.78, -1.76)
H (-2.29, -3.22, -2.50)
H (-1.84, -3.98, -4.03)
H (0.18, -3.33, -1.81)
H (0.16, -3.54, -3.51)
H (-1.03, -7.39, -2.52)
H (-1.05, -6.65, -4.10)
C (0.38, 5.63, 0.54)
C (0.76, 5.59, 2.03)
C (1.18, 7.08, 2.47)
S (0.66, 8.18, 1.07)
O (1.88, 8.59, 0.41)
O (-0.17, 9.23, 1.64)
C (-0.32, 7.02, 0.20)
H (-0.17, 4.75, 0.19)
H (1.23, 5.57, -0.13)
H (1.49, 4.81, 2.24)
H (-0.14, 5.26, 2.56)
H (2.12, 7.41, 2.92)
H (0.37, 7.35, 3.16)
H (-0.57, 7.18, -0.85)
H (-1.27, 6.84, 0.69)


Entry 4:
C11H19Cl3O4SZr as an isolated structure in a non-equilibrium geometry, computed with ωB97M-V with the def2-TZVPD basis set.

Its orbital gap is 3.1 eV. The value obtained for the total energy is -69593.689 eV. The lowest unoccupied orbital energy comes out at 3.906 eV. As for the charge: -2. The energy relative to the best compared isomer or geometry (same formula, charge and spin) comes out at 7.4 kJ/mol.

Cartesian coordinates (Å):
C (0.15, -0.94, -1.89)
C (0.72, 0.30, -2.33)
C (-0.19, 1.34, -1.95)
C (1.97, 0.46, -3.06)
C (-1.31, 0.74, -1.31)
C (-1.10, -0.66, -1.30)
C (-2.10, -1.66, -0.88)
C (0.74, -2.27, -2.16)
C (0.03, 2.77, -2.21)
C (-2.50, 1.44, -0.79)
Zr (1.54, -0.04, 1.92)
Cl (3.73, 1.60, -0.30)
Cl (3.79, -0.61, 1.88)
Cl (0.81, 2.08, 1.09)
H (2.44, -0.50, -3.27)
H (2.67, 1.06, -2.44)
H (1.79, 1.03, -3.99)
H (1.07, 3.02, -1.98)
H (-0.61, 3.38, -1.56)
H (-0.18, 3.05, -3.25)
H (-2.17, 2.30, -0.19)
H (-3.08, 0.74, -0.17)
H (-3.16, 1.80, -1.58)
H (-2.63, -1.29, 0.01)
H (-1.63, -2.62, -0.66)
H (-2.86, -1.83, -1.65)
H (1.82, -2.26, -1.97)
H (0.61, -2.58, -3.20)
H (0.28, -3.05, -1.54)
O (0.75, -1.62, 1.05)
H (0.23, -2.42, 1.19)
C (-0.62, -1.03, 5.30)
S (0.12, 0.33, 4.42)
O (-0.54, 0.37, 3.08)
O (0.08, 1.51, 5.23)
O (1.58, -0.08, 4.08)
H (-1.33, -0.64, 6.04)
H (0.20, -1.57, 5.78)
H (-1.13, -1.66, 4.58)


Entry 5:
One molecule with the formula C4H6ClNS in a non-equilibrium geometry, computed with ωB97M-V with the def2-TZVPD basis set.

Its orbital gap is 9.1 eV. The value obtained for the total energy is -29091.345 eV. The lowest unoccupied orbital energy comes out at 0.519 eV. The energy relative to the best compared isomer or geometry (same formula, charge and spin) comes out at 134.9 kJ/mol.

Cartesian coordinates (Å):
S (0.37, 0.81, 2.37)
C (0.13, 0.68, 0.74)
C (0.56, 1.91, -0.03)
Cl (0.15, 1.95, -1.77)
N (-0.39, -0.29, 0.08)
C (-0.10, -1.28, -0.92)
C (-0.76, -1.69, 0.40)
H (1.64, 1.95, 0.04)
H (0.10, 2.82, 0.37)
H (-0.72, -1.28, -1.85)
H (0.92, -1.55, -1.07)
H (-0.09, -2.11, 1.19)
H (-1.80, -1.92, 0.46)